(1)
{
  "formula": "C6H9LiO6",
  "method": "the ωB97M-V functional and the def2-TZVPD basis",
  "e_above_lowest_kcal_mol": 80.5,
  "max_force_ha_per_bohr": 0.07782,
  "charge": 0,
  "e_tot_ha": -692.83424,
  "gap_ev": [6.49, 5.58],
  "lumo_ev": [-0.879, -0.664],
  "multiplicity": 1,
  "homo_ev": [-7.373, -6.244],
  "symbols": ["O", "O", "O", "O", "O", "O", "C", "C", "C", "C", "C", "C", "Li", "H", "H", "H", "H", "H", "H", "H", "H", "H"],
  "xyz": [[5.011, 1.496, -0.168], [3.108, 0.491, -0.265], [-2.408, 0.825, 0.497], [3.750, 1.401, 1.691], [-2.511, -1.377, 0.771], [-0.598, -0.504, 0.260], [0.876, -0.405, -0.737], [3.951, 1.100, 0.535], [-1.726, -0.233, 1.017], [1.822, 0.079, 0.313], [-3.538, -1.078, -0.189], [-3.282, 0.382, -0.547], [-0.588, -2.361, 0.255], [-3.429, -1.746, -1.054], [-2.765, 0.479, -1.511], [-4.513, -1.228, 0.292], [0.604, 0.430, -1.406], [1.395, 0.962, 0.804], [1.401, -1.035, -1.473], [5.584, 2.028, 0.398], [2.040, -0.707, 1.048], [-4.183, 1.005, -0.531]],
  "atomic_forces_ev_per_a": [[0.590, -0.190, -0.506], [-0.497, -0.842, -0.699], [-0.781, 0.704, 0.625], [0.320, -0.469, -0.220], [-1.150, -1.006, 0.579], [2.174, -1.217, 2.048], [1.868, 1.945, -2.957], [-0.867, 1.253, 0.896], [-0.651, 0.083, -2.064], [0.079, 0.255, 0.864], [-0.290, -0.063, 0.066], [0.167, -0.002, -0.053], [-0.406, 0.980, 0.082], [-0.162, 0.147, 0.192], [-0.152, 0.028, 0.152], [0.181, -0.033, -0.207], [-0.294, -0.196, 0.573], [0.167, -0.417, 0.110], [-0.277, -1.019, 0.371], [-0.178, -0.120, 0.184], [-0.061, 0.330, 0.014], [0.221, -0.150, -0.050]]
}

(2)
{
  "formula": "C20H21NO4",
  "method": "the ωB97M-V functional and the def2-TZVPD basis",
  "e_above_lowest_kcal_mol": 25.0,
  "max_force_ha_per_bohr": 0.01637,
  "charge": 0,
  "e_tot_ha": -1130.48904,
  "gap_ev": 9.56,
  "smiles": "CC(C)(C)NC(=O)COC(=O)c1ccccc1C(=O)c1ccccc1",
  "lumo_ev": 0.002,
  "multiplicity": 1,
  "homo_ev": -9.560,
  "symbols": ["O", "O", "O", "O", "N", "C", "C", "C", "C", "C", "C", "C", "C", "C", "C", "C", "C", "C", "C", "C", "C", "C", "C", "C", "C", "H", "H", "H", "H", "H", "H", "H", "H", "H", "H", "H", "H", "H", "H", "H", "H", "H", "H", "H", "H", "H"],
  "xyz": [[0.615, 0.689, 1.471], [-2.578, 2.872, -0.515], [2.889, -1.176, 2.263], [0.518, 2.700, 0.477], [-2.055, 0.983, 0.643], [1.308, -1.544, -0.972], [-2.667, -0.160, -1.427], [4.323, 2.303, -1.057], [3.051, 2.461, -0.542], [0.406, -2.359, -1.633], [5.013, 1.117, -0.854], [4.430, 0.082, -0.142], [-0.254, -3.369, -0.950], [-0.011, -3.567, 0.401], [-3.013, 0.048, 0.050], [-0.757, 2.968, 1.055], [-2.883, -1.264, 0.821], [1.558, -1.739, 0.384], [1.115, 1.549, 0.773], [-4.429, 0.609, 0.194], [2.532, -0.910, 1.139], [0.892, -2.758, 1.064], [2.458, 1.424, 0.174], [-1.904, 2.266, 0.290], [3.147, 0.223, 0.369], [-1.655, -0.551, -1.522], [-1.866, -1.646, 0.755], [-3.132, -1.114, 1.869], [2.506, 3.381, -0.684], [4.965, -0.841, 0.019], [-2.731, 0.787, -1.955], [-1.343, 0.573, 1.238], [4.783, 3.107, -1.612], [-0.760, 2.658, 2.105], [6.011, 0.999, -1.249], [-4.665, 0.772, 1.243], [-3.359, -0.864, -1.881], [-5.149, -0.089, -0.224], [1.098, -2.891, 2.116], [-0.891, 4.047, 0.968], [0.218, -2.209, -2.686], [1.821, -0.763, -1.513], [-3.558, -2.008, 0.408], [-0.527, -4.352, 0.933], [-0.959, -3.999, -1.471], [-4.509, 1.556, -0.332]],
  "atomic_forces_ev_per_a": [[0.139, 0.401, -0.029], [-0.210, 0.265, -0.335], [0.048, 0.023, -0.168], [0.266, 0.095, -0.298], [-0.063, -0.569, 0.221], [0.113, 0.016, 0.214], [-0.011, 0.094, 0.175], [0.062, 0.012, -0.033], [-0.127, -0.097, 0.087], [-0.083, -0.122, -0.102], [-0.028, 0.026, -0.011], [-0.140, -0.040, 0.071], [0.028, 0.033, -0.082], [0.036, -0.052, 0.024], [-0.276, -0.021, -0.208], [-0.526, 0.053, 0.211], [0.037, 0.270, -0.100], [-0.297, -0.457, -0.053], [-0.246, -0.171, 0.282], [0.168, -0.002, -0.065], [0.163, -0.164, 0.028], [0.097, 0.105, -0.019], [0.339, -0.166, -0.109], [0.645, 0.222, 0.493], [0.104, 0.500, 0.157], [0.057, -0.047, -0.012], [0.096, -0.062, -0.008], [-0.042, 0.001, 0.145], [-0.020, 0.075, -0.018], [0.055, -0.084, 0.021], [-0.011, 0.063, -0.088], [-0.053, 0.244, -0.086], [0.030, 0.065, -0.041], [0.063, 0.087, -0.122], [0.081, -0.009, -0.036], [-0.046, -0.008, 0.127], [-0.099, -0.116, -0.079], [-0.105, -0.119, -0.039], [0.021, -0.018, 0.089], [-0.036, -0.224, -0.002], [-0.019, 0.018, -0.072], [0.027, 0.043, -0.050], [-0.066, -0.082, -0.056], [-0.042, -0.060, 0.051], [-0.062, -0.056, -0.048], [-0.071, 0.033, -0.027]]
}